# 1
Here is C8H14O in the gas phase in a non-equilibrium geometry from the OMol25 dataset. Energies are from ωB97M-V with the def2-TZVPD basis set.

The geometry in XYZ format:
```
23
Properties=species:S:1:pos:R:3:forces:R:3:lowdin_charge:R:1
O -1.680 2.569 1.851 -0.406 -0.795 1.116 0.051
C -1.163 1.734 1.146 1.419 1.558 0.799 -0.215
C 0.202 0.252 2.800 -2.514 2.733 0.333 0.079
C -0.240 0.601 1.561 1.341 -1.770 -0.742 -0.208
C -0.517 -1.664 0.434 1.307 0.541 -0.586 -0.047
C 1.597 -0.417 -1.701 0.978 -1.339 -0.391 -0.110
C -0.833 0.350 -1.796 1.440 2.428 -0.084 -0.074
C 0.360 -0.267 0.386 -2.952 0.252 0.024 -0.265
C 0.538 0.441 -1.051 -1.275 -2.500 1.645 -0.385
H -1.143 2.086 0.114 0.114 -1.022 -0.643 0.099
H -0.258 0.891 3.650 1.076 -1.384 -1.147 0.103
H 0.885 -0.573 3.015 -0.202 0.421 -0.201 0.073
H -0.282 -2.435 -0.366 0.000 1.043 0.831 0.077
H -1.560 -1.400 0.315 -0.326 -0.140 0.217 0.058
H -0.329 -2.141 1.436 -0.329 0.582 -1.036 0.079
H 1.722 -0.088 -2.749 0.434 -0.334 0.427 0.081
H 1.282 -1.501 -1.705 0.026 1.077 -0.262 0.082
H 2.590 -0.495 -1.125 -1.336 0.756 -0.972 0.105
H -1.615 0.814 -1.166 0.173 -0.776 -0.524 0.058
H -0.728 1.045 -2.681 -0.402 -1.121 0.449 0.097
H -1.006 -0.675 -2.048 -0.490 -0.406 -0.362 0.064
H 1.293 -0.589 0.710 1.901 -0.222 0.550 0.076
H 0.884 1.462 -1.029 0.021 0.419 0.559 0.123
```
Positions in Å, forces in eV/Å.

## Properties
- Highest occupied orbital energy: -0.3590 Eh
- Gap between HOMO and LUMO: 9.8 eV
- SMILES: C=C(C=O)[C@@H](C)C(C)C
- LUMO level: 0.03 eV
- Energy: -10568.234 eV

=====

# 2
Here is 2 unconnected molecules or ions with the total composition C8H14O2 in a non-equilibrium geometry from the OMol25 dataset. Energies are from ωB97M-V with the def2-TZVPD basis set.

The geometry in XYZ format:
```
24
Properties=species:S:1:pos:R:3:forces:R:3:lowdin_charge:R:1
C 0.936 -0.150 -0.570 0.143 -0.252 -0.013 -0.596
C 0.278 -1.010 -1.658 0.266 -0.016 0.029 -0.054
C 2.011 0.726 -1.228 -0.155 -0.139 0.081 -0.068
C 1.613 -1.051 0.472 -0.176 0.197 -0.075 -0.042
C -2.076 -0.805 0.517 0.177 -0.069 0.136 -0.081
C -1.690 1.938 2.520 -0.764 1.070 0.854 -0.476
C -1.364 0.502 0.381 -0.498 0.414 -0.850 -0.189
C -0.113 0.767 0.014 -0.037 0.107 0.093 -0.067
O -2.038 2.886 1.953 0.215 0.502 -0.406 0.192
O -1.457 1.081 3.249 0.543 -1.041 0.355 0.220
H -2.028 1.377 0.436 0.420 -0.579 0.114 0.094
H 0.182 1.810 0.036 -0.100 0.191 -0.136 0.112
H -0.307 -0.386 -2.330 -0.065 0.010 -0.082 0.092
H 1.040 -1.524 -2.242 0.097 -0.057 -0.069 0.083
H -0.369 -1.769 -1.232 -0.138 -0.065 0.026 0.067
H 2.502 1.356 -0.488 0.046 0.084 0.068 0.083
H 2.769 0.106 -1.704 0.075 -0.056 -0.046 0.082
H 1.568 1.368 -1.987 -0.016 0.085 -0.089 0.085
H 2.137 -0.452 1.214 0.053 0.026 0.089 0.084
H 0.889 -1.675 0.989 -0.073 -0.082 0.068 0.073
H 2.336 -1.699 -0.022 0.100 -0.087 -0.014 0.083
H -2.802 -0.738 1.330 0.018 -0.076 -0.021 0.075
H -1.391 -1.620 0.741 -0.066 -0.078 -0.032 0.065
H -2.626 -1.040 -0.393 -0.063 -0.089 -0.081 0.083
```
Positions in Å, forces in eV/Å.

## Properties
- Highest occupied orbital energy: -0.3430 Eh
- Gap between HOMO and LUMO: 10.0 eV
- SMILES: C/C=C\C(C)(C)C.O=C=O
- LUMO level: 0.70 eV
- Energy: -12618.079 eV

=====

Number 1 is which compound? C8H14O